The following is a quantum chemistry calculation of a molecular structure, C37H98N6O15PSn at a distorted geometry, from the OMol25 dataset.

Summary:
- E_LUMO: 0.287 eV
- Net charge: -1
- Gap between HOMO and LUMO: 6.0 eV
- Molar mass: 1016.90 Da

Each line ends with the Mulliken charge.
Geometry (Å):
Sn  1.086  -3.572  0.161  1.15
P  0.329  -0.462  -0.122  -0.68
O  -0.728  -1.453  0.502  -0.68
O  1.678  -0.626  0.646  0.78
O  -0.343  0.921  -0.171  0.19
O  0.487  -1.081  -1.543  -1.10
C  5.712  -1.392  2.786  -1.70
C  4.724  -0.762  1.774  1.86
C  5.532  -0.191  0.610  -0.71
O  3.864  -1.749  1.266  -0.64
H  6.565  -1.854  2.294  0.39
H  5.106  -2.042  3.419  0.38
H  6.082  -0.615  3.459  0.38
H  4.175  0.041  2.274  -0.97
H  4.794  0.369  0.029  -0.46
H  5.958  -0.903  -0.095  0.43
H  6.289  0.527  0.934  0.49
H  3.041  -1.272  0.966  0.17
C  0.237  4.921  -3.334  -1.82
C  0.336  4.105  -2.017  2.52
C  0.047  4.981  -0.810  -0.96
O  -0.613  3.054  -2.097  -0.41
H  1.074  5.620  -3.392  0.38
H  -0.708  5.470  -3.335  0.41
H  0.228  4.342  -4.257  0.35
H  1.352  3.702  -2.017  -1.22
H  0.690  5.865  -0.860  0.51
H  0.275  4.463  0.120  -0.20
H  -0.994  5.303  -0.842  0.39
H  -0.340  2.405  -1.421  0.02
C  2.050  -3.724  -4.850  -1.65
C  0.823  -3.113  -4.208  1.56
C  -0.570  -3.530  -4.731  -1.20
O  0.930  -3.150  -2.802  -0.18
H  2.914  -3.086  -4.670  0.31
H  1.925  -3.661  -5.937  0.39
H  2.211  -4.778  -4.618  0.32
H  0.940  -2.049  -4.446  -0.50
H  -0.802  -4.534  -4.367  0.36
H  -0.643  -3.499  -5.820  0.38
H  -1.360  -2.872  -4.368  0.09
H  0.702  -2.261  -2.432  0.32
C  -0.425  0.909  -4.512  -0.58
O  -1.575  0.104  -4.500  0.16
C  -1.999  -0.340  -5.773  -0.81
C  -3.501  -0.631  -5.612  -0.76
N  -3.709  -1.894  -4.902  -0.09
C  -5.084  -2.257  -4.730  -0.99
C  -5.959  -1.174  -4.074  -0.68
O  -5.303  -0.812  -2.853  -0.12
C  -6.152  0.058  -2.112  -0.63
H  -0.549  1.967  -4.773  0.41
H  0.346  0.508  -5.179  0.40
H  -0.080  0.986  -3.482  -0.32
H  -1.488  -1.233  -6.149  0.21
H  -1.846  0.450  -6.515  0.41
H  -3.897  -0.822  -6.623  0.42
H  -4.023  0.183  -5.118  0.31
H  -3.274  -2.625  -5.449  0.19
H  -5.279  -3.185  -4.192  0.44
H  -5.461  -2.440  -5.753  0.41
H  -6.873  -1.737  -3.859  0.41
H  -6.193  -0.300  -4.684  0.43
H  -7.125  -0.387  -1.874  0.33
H  -6.440  0.907  -2.742  0.33
H  -5.627  0.373  -1.214  -0.04
C  -3.346  -5.701  3.656  -0.81
O  -2.347  -5.253  2.783  -0.32
C  -2.473  -3.943  2.266  -0.23
C  -2.506  -2.753  3.274  -0.24
N  -2.439  -1.481  2.560  -0.13
C  -2.047  -0.380  3.425  2.69
C  -3.150  0.135  4.366  -1.26
O  -3.357  -0.735  5.448  -0.28
C  -4.256  -0.237  6.399  -0.88
H  -3.529  -5.028  4.497  0.30
H  -3.073  -6.690  4.023  0.26
H  -4.299  -5.815  3.125  0.36
H  -3.396  -3.908  1.679  0.48
H  -1.673  -3.717  1.560  -0.51
H  -1.670  -2.800  3.990  -0.05
H  -3.342  -2.780  3.978  0.78
H  -1.737  -1.550  1.791  0.52
H  -1.637  0.471  2.882  -0.89
H  -1.202  -0.614  4.084  -1.35
H  -4.068  0.372  3.818  0.40
H  -2.826  1.101  4.777  0.58
H  -3.920  0.684  6.883  0.30
H  -4.544  -1.024  7.095  0.25
H  -5.197  -0.015  5.877  0.34
C  2.654  2.727  3.421  -1.78
C  1.719  2.817  2.214  1.18
C  2.434  2.885  0.876  1.75
O  3.195  4.084  0.883  -0.55
C  3.851  4.334  -0.330  -0.59
N  0.874  1.625  2.361  0.30
H  2.165  2.737  4.394  0.36
H  3.387  3.535  3.341  0.42
H  3.236  1.800  3.406  0.19
H  1.160  3.732  2.422  -0.39
H  1.638  2.826  0.125  -0.60
H  2.987  1.979  0.601  -0.52
H  4.503  5.199  -0.206  0.39
H  3.128  4.546  -1.123  0.07
H  4.481  3.534  -0.731  0.20
H  0.239  1.582  1.560  -0.44
H  1.368  0.761  2.156  -0.66
C  2.934  1.515  -2.739  -0.40
C  3.540  0.189  -3.192  1.16
C  5.052  0.264  -3.416  -1.03
O  5.402  1.375  -4.204  -0.33
C  6.704  1.227  -4.748  -0.81
N  3.222  -0.822  -2.182  -0.10
H  3.394  1.851  -1.813  -0.42
H  1.885  1.234  -2.608  -0.46
H  2.838  2.240  -3.550  0.75
H  3.071  -0.104  -4.136  0.52
H  5.421  -0.667  -3.860  0.43
H  5.575  0.417  -2.463  0.05
H  6.661  0.414  -5.479  0.31
H  7.424  0.920  -3.982  0.31
H  7.140  2.093  -5.241  0.26
H  2.217  -0.948  -2.249  0.13
H  3.294  -0.380  -1.272  -0.28
C  1.396  -0.894  4.922  -1.51
C  1.622  -2.146  4.112  1.42
C  1.254  -3.402  4.872  -1.12
O  1.616  -4.551  4.125  -0.22
C  1.140  -5.734  4.715  -0.78
N  0.850  -2.126  2.845  0.62
H  0.404  -0.869  5.380  0.32
H  1.430  -0.002  4.294  0.23
H  2.155  -0.737  5.691  0.44
H  2.700  -2.235  3.959  -0.34
H  0.176  -3.346  5.066  0.31
H  1.784  -3.463  5.829  0.52
H  1.434  -6.554  4.061  0.24
H  0.055  -5.684  4.844  0.25
H  1.608  -5.928  5.686  0.31
H  1.148  -1.325  2.293  -0.60
H  -0.123  -1.985  3.088  -0.18
C  -4.812  2.789  1.225  -1.48
C  -3.423  2.775  0.611  0.74
C  -2.387  3.319  1.614  0.74
O  -2.739  4.666  1.928  -0.48
C  -1.882  5.282  2.817  -0.76
N  -3.067  1.396  0.288  0.11
H  -5.528  2.132  0.724  0.30
H  -5.254  3.786  1.195  0.38
H  -4.854  2.343  2.221  0.20
H  -3.347  3.467  -0.230  0.35
H  -1.400  3.357  1.142  -0.57
H  -2.291  2.709  2.518  0.02
H  -1.931  4.762  3.787  0.32
H  -2.237  6.289  3.045  0.34
H  -0.808  5.281  2.597  0.18
H  -2.053  1.385  0.075  -0.25
H  -2.937  0.920  1.181  -0.09